# 1
Computed, not measured: the molecule C22H27N3O5S, with ωB97M-V/def2-TZVPD.

Last column: Mulliken charge in e.
Positions of all 58 atoms, in Å:
H: 2.85119 -2.53813 2.63869  0.319
C: -0.61622 -2.77579 -0.05424  0.089
H: 4.58701 -2.77733 2.38222  0.360
N: -3.76107 -0.62349 -0.35961  0.239
C: 7.64903 3.03357 -0.46598  -0.392
S: -6.40577 2.24622 0.48069  1.211
O: -1.23805 -3.69897 0.42494  -0.645
C: -2.39667 -2.32874 -1.55221  -1.007
C: 2.71603 -0.91934 0.12177  0.390
H: 3.65991 1.56207 -2.04195  0.471
C: 3.33241 0.20769 -0.43387  0.453
H: 3.41301 -3.54341 1.29503  0.348
C: -3.22534 -1.01175 0.93009  -0.996
H: 2.23537 1.93053 -1.05799  0.296
C: -3.42488 -1.19919 -1.54025  0.997
C: -4.83360 0.36371 -0.42191  -0.523
H: 2.19807 0.57626 -2.18197  0.506
H: -4.82797 0.73798 -1.45330  0.457
H: -7.40747 1.09481 -1.35230  0.397
H: 7.08828 -0.26653 0.03626  0.452
H: -6.24697 -0.68345 0.84966  0.324
O: -6.87842 2.40885 1.82804  -0.672
H: -4.54448 1.25309 1.55860  0.486
H: -1.56518 -0.60988 2.23722  0.369
H: 4.28717 2.94854 -0.14850  0.440
H: -2.25773 -2.60234 -2.60375  0.312
C: 1.39869 -1.36668 -0.20051  0.156
O: -3.95905 -0.87850 -2.58601  -0.672
H: 6.12249 4.53238 -0.53038  0.369
H: -2.78999 -3.19799 -1.00683  0.450
H: -4.02138 -0.92118 1.67336  0.412
C: 5.57824 1.23312 -0.08201  0.276
C: -6.21087 -0.27721 -0.16334  -0.676
C: -7.23439 0.82413 -0.31554  -0.810
H: -8.17037 0.63367 0.19738  0.465
N: 4.78085 -0.72018 0.98392  -1.110
C: -2.02098 -0.16886 1.35444  -1.138
C: 3.62864 -2.65402 1.88496  -1.356
H: -2.93746 -2.06349 0.89949  0.692
H: -4.01034 2.29586 0.20278  0.353
C: 2.83176 1.12475 -1.48802  -1.874
C: 7.92451 1.68604 -0.29717  -0.588
C: 0.72867 -2.39453 0.34959  -0.669
O: -1.13074 -1.97792 -1.02413  -0.195
C: 5.30075 2.58817 -0.22167  -0.234
O: -6.44216 3.39767 -0.37465  -0.679
H: 8.94525 1.33566 -0.31791  0.367
C: 3.69418 -1.45465 1.01369  0.789
C: -4.71459 1.53754 0.52566  -0.905
H: -1.28021 -0.14415 0.56085  0.135
H: 1.14252 -3.01062 1.12957  0.351
C: 6.33950 3.48046 -0.42048  -0.699
H: 0.89675 -0.79990 -0.97468  0.434
N: 4.55857 0.29085 0.12586  0.797
H: 8.45388 3.73572 -0.62145  0.385
H: -6.37724 -1.08866 -0.87283  0.402
H: -2.30833 0.85257 1.58569  0.484
C: 6.89515 0.78498 -0.10500  -0.391

Force components x, y, z for each atom (eV/Å):
-0.1 -0.1 0.1
-0.4 -0.3 0.1
0.0 -0.1 0.0
-0.2 0.4 0.1
0.0 0.1 0.0
0.0 0.2 0.1
0.2 0.2 -0.1
-0.4 -0.5 -0.3
0.7 0.5 0.0
0.0 0.0 -0.1
-0.2 -0.4 0.1
0.0 -0.1 0.0
0.4 0.0 0.2
0.0 0.1 -0.1
0.3 -0.1 0.0
-0.1 -0.4 -0.4
0.0 0.0 0.0
0.0 0.0 0.2
0.0 0.1 -0.1
0.0 -0.1 0.0
0.0 -0.1 0.0
0.0 -0.4 0.3
0.0 0.0 0.1
0.1 0.0 0.1
-0.1 0.0 0.0
-0.1 0.1 0.2
-0.4 -0.3 0.0
-0.1 -0.1 -0.3
0.0 0.1 0.0
0.0 0.2 -0.2
0.0 -0.1 0.0
0.6 0.5 -0.1
0.3 -0.3 -0.2
0.4 0.5 0.3
-0.1 0.1 0.1
0.4 -0.4 0.6
-0.2 -0.1 0.0
0.1 0.0 0.0
-0.1 0.0 0.0
0.0 0.1 0.0
-0.1 0.1 0.0
0.0 0.0 0.0
0.3 0.3 -0.1
0.1 0.3 0.0
-0.1 -0.2 0.1
0.1 0.0 -0.5
0.1 0.0 0.0
-0.1 0.4 -0.4
-0.7 0.2 -0.1
0.0 0.0 0.0
0.0 -0.1 0.1
0.1 0.0 -0.1
-0.1 0.0 -0.1
-0.8 -0.3 -0.1
0.1 0.1 0.0
0.0 0.0 0.0
0.0 0.1 0.1
-0.1 -0.1 0.0

SMILES: CCN(C(=O)COC(=O)/C=C/c1c(C)nn(-c2ccccc2)c1C)[C@H]1CCS(=O)(=O)C1
E_HOMO: -8.65 eV
LUMO level: -0.001 Eh
Kohn-Sham gap: 8.61 eV



# 2
Computed, not measured: the molecule C22H27N3O7, with ωB97M-V/def2-TZVPD.

Last column: Mulliken charge in e.
Positions of all 59 atoms, in Å:
C: -3.15270 -0.07098 0.48922  -0.195
H: -0.22572 -2.92873 2.10704  0.556
H: -4.66779 2.54176 1.88111  0.367
O: -4.00617 -3.55034 -0.21476  -0.632
O: -3.53579 -0.90330 1.26682  -0.643
C: 2.31236 0.51360 1.28560  -0.159
H: 2.53027 1.92073 -4.53999  0.260
H: 2.09673 0.31035 2.32115  0.658
H: -5.21650 3.29921 0.38425  0.419
C: -2.47389 1.24334 0.84875  -0.221
C: 0.56236 -2.82785 1.38654  -0.725
H: 1.68744 2.80383 -3.24523  0.334
C: 1.27443 0.98357 0.49200  -0.483
C: 4.51917 -0.39101 2.79251  -0.694
H: 0.67783 1.69284 -1.44273  0.634
H: -4.76319 -1.45545 -1.36616  0.325
O: -0.85884 -1.30405 -1.58198  -0.665
H: 4.75760 0.48181 -1.04220  0.493
H: 1.22002 1.12290 -3.63577  0.288
H: 1.21683 -1.48926 -2.31125  0.269
C: 1.92628 -2.99019 1.62681  -1.427
N: -1.90949 -2.74973 -0.14828  -0.053
H: -1.02233 0.85496 -0.61551  0.269
C: -0.04384 1.16878 1.16595  -0.472
H: 4.24129 0.51662 3.33578  0.341
C: 1.48026 1.28927 -0.84846  0.218
H: -3.03562 4.59624 0.20328  0.494
H: -1.72766 -3.48825 0.52144  0.186
H: 2.38003 -3.28728 2.55125  0.601
C: -3.66826 -1.46162 -1.33407  -0.622
N: -1.12126 1.16396 0.34032  0.259
C: -3.24417 -2.66612 -0.50518  0.506
O: 3.06224 1.34481 -2.70204  -0.479
H: 3.77776 -1.17140 2.98543  0.190
C: -4.66722 2.45644 0.79698  -1.510
C: -0.79744 -2.08399 -0.64783  0.778
C: 2.05746 1.82434 -3.56401  -0.809
N: 1.67631 -2.35928 -0.48841  0.387
H: -3.25778 -1.54655 -2.34376  0.325
C: -3.23604 2.44840 0.26753  0.713
H: -2.48175 3.86289 1.71199  0.326
H: -1.49504 3.73455 0.25899  0.254
H: 5.49872 -0.72835 3.12737  0.250
O: 4.65496 -0.14256 1.41149  -0.459
H: -2.40339 1.32337 1.93917  0.791
C: 1.98675 -2.11829 -1.87095  -1.007
O: -0.14115 1.32941 2.36704  -0.713
H: 3.62723 -2.73586 0.22149  0.545
H: 2.95057 -1.61796 -1.94558  0.393
C: -2.51606 3.74279 0.63201  -1.538
C: 2.57894 -2.70924 0.44629  -0.374
H: -5.18935 1.54109 0.52750  0.360
C: 3.57448 0.32530 0.73433  0.480
H: -3.25530 2.33981 -0.82237  0.250
C: 0.42168 -2.43760 0.05895  0.510
C: 2.74281 1.10258 -1.40061  0.300
H: 2.03093 -3.06202 -2.42244  0.274
O: -3.18991 -0.22026 -0.83714  -0.223
C: 3.77990 0.61794 -0.60966  -0.499

Force components x, y, z for each atom (eV/Å):
0.1 0.2 0.7
-0.2 0.0 0.1
0.0 0.0 0.2
-0.1 0.0 0.0
-0.2 0.2 0.0
-0.1 0.0 0.2
-0.1 0.0 0.0
0.0 0.0 0.1
-0.1 0.1 0.0
-0.2 0.2 -0.1
-0.2 0.1 -0.4
0.0 0.0 0.0
0.6 -0.1 0.0
0.0 0.0 0.3
-0.1 0.0 -0.1
0.2 -0.1 0.1
0.0 0.0 -0.2
0.2 0.0 -0.1
0.0 0.0 0.0
0.1 0.0 0.1
0.2 -0.1 0.0
0.5 -0.3 0.3
0.1 -0.1 0.0
-0.1 0.1 -0.1
0.0 0.0 0.0
-0.1 0.0 -0.2
0.0 0.1 0.0
0.0 0.1 -0.2
0.1 0.0 0.2
-0.3 -0.2 -0.1
-0.1 0.0 -0.2
-0.1 0.2 -0.4
0.2 -0.1 0.3
0.0 0.0 0.0
0.2 0.0 -0.2
-0.4 -0.1 -0.1
-0.2 0.1 -0.1
-0.2 0.1 0.2
-0.1 0.0 0.2
0.0 0.0 0.3
0.0 0.1 0.2
0.1 0.1 0.0
-0.1 0.0 0.0
0.0 0.0 -0.4
-0.1 -0.1 -0.2
0.1 0.0 -0.7
0.1 0.0 0.2
0.2 0.0 -0.1
0.0 0.0 0.0
0.0 -0.2 -0.2
0.1 -0.1 0.3
-0.2 -0.1 0.0
-0.2 0.2 -0.3
0.0 0.0 0.0
0.2 -0.1 0.6
0.1 -0.1 0.2
0.0 0.1 0.0
-0.1 0.2 -0.3
0.0 0.1 0.0

SMILES: COc1cc(OC)cc(C(=O)N[C@H](C(=O)OCC(=O)NC(=O)c2cccn2C)C(C)C)c1
E_HOMO: -8.59 eV
LUMO level: 0.015 Eh
Kohn-Sham gap: 8.99 eV



# 3
Computed, not measured: a structure of composition C22H27NO4 at a distorted geometry, with ωB97M-V/def2-TZVPD.

Last column: Mulliken charge in e.
Positions of all 54 atoms, in Å:
O: 0.24194 -1.84103 -4.39002  -0.716
C: 1.64892 -2.85271 -0.96677  0.729
C: 1.04239 -2.91521 -2.36166  0.256
H: -1.25804 0.37412 -3.88003  0.246
H: 2.37053 -0.37444 1.17293  -0.030
C: -0.27496 0.55254 -3.09148  -0.935
H: 0.45665 0.75637 -3.87104  0.228
H: 1.00424 -0.11617 -1.51565  0.055
H: -0.07384 1.51699 1.11515  0.194
H: -0.71621 -1.48172 -0.47495  0.625
C: 0.88826 -4.10881 -2.98505  -0.321
C: 1.53307 3.46413 2.15297  -1.851
H: -1.88796 -1.16801 -1.71943  0.334
C: 0.52701 -1.73600 -2.98745  -0.084
H: 1.03487 -6.40689 -2.91639  0.321
C: 2.26907 -4.03352 -0.38983  -1.297
C: 0.11119 -0.50592 -2.45769  1.580
H: -4.25266 1.23235 2.09047  0.290
C: -2.12848 1.47728 1.33403  -0.160
H: 1.86949 -2.25717 1.74111  0.430
H: 2.43914 2.67369 3.82210  0.246
C: 1.89856 -5.40417 -1.03054  -0.719
C: -0.84203 -0.77099 -1.22884  -2.020
H: -0.01661 2.13428 -1.88633  0.309
H: -3.90095 3.06446 3.73124  0.445
H: -1.90075 4.22197 4.08192  0.342
H: 2.53825 -4.04086 0.48132  0.706
H: 3.25574 2.40025 2.22597  0.335
H: -1.09626 2.60961 -3.16428  0.218
H: 1.19057 3.17589 1.27284  0.643
O: 0.41286 3.70659 2.92622  -0.474
H: 3.43819 -1.86257 0.90255  0.418
C: -1.75617 1.49104 -1.47992  -1.294
H: -1.77421 -0.84386 1.16914  0.238
C: -2.05928 3.46820 3.28685  -0.929
H: 0.33945 -4.06463 -3.96284  0.419
H: -2.87831 1.07956 -1.99594  0.251
N: -1.43692 0.39969 -0.56650  0.805
H: -3.24167 -0.04129 0.14408  0.652
H: 1.83813 4.23353 2.12511  1.021
C: -0.69500 2.97293 2.75503  0.715
H: 0.90992 0.87121 3.11132  0.372
C: -0.97096 2.02986 1.76607  0.644
O: 1.71527 -1.54133 -0.38556  -0.172
C: -2.34720 0.01082 0.60882  -0.967
C: 1.24911 -5.54973 -2.20450  -0.646
C: -0.81562 1.67757 -2.39042  -0.413
C: -3.16767 2.58326 3.25170  -0.538
C: 2.20548 2.51383 2.69853  0.095
O: 2.05757 1.25505 2.51578  -0.477
H: -2.25352 2.12926 -0.85360  0.792
C: -3.27907 1.65358 2.38984  -0.828
H: 2.17446 -6.16157 -0.64568  0.754
C: 2.36403 -1.65128 0.92931  -0.839

Force components x, y, z for each atom (eV/Å):
1.8 0.5 7.4
1.3 -1.2 -0.6
1.2 -0.4 3.4
2.3 -0.6 1.8
-0.2 -4.1 0.0
-5.3 4.8 -10.6
0.2 0.8 0.0
-1.5 -0.9 -3.1
-1.8 1.6 1.5
1.4 -1.2 0.8
-0.2 -3.8 1.5
-11.5 -9.8 -0.8
2.0 -0.1 0.1
-1.7 -1.2 -10.3
0.4 0.8 1.8
-6.9 0.2 -11.9
3.9 -4.7 12.5
0.6 -0.2 0.6
-5.8 -3.5 6.1
0.0 0.7 -1.2
-0.4 0.5 -1.3
-2.7 11.7 -4.7
-6.2 0.3 -2.4
1.7 1.0 1.1
-3.5 0.7 2.2
-0.8 -0.1 -0.7
3.4 -0.1 9.3
-0.4 2.0 0.5
0.4 -2.6 1.8
-1.2 -1.1 -4.7
-3.4 0.2 2.2
-0.3 -0.5 -0.5
-9.7 -6.6 4.0
-1.8 1.6 -1.0
5.7 -2.0 1.1
0.8 -0.4 1.0
2.4 0.7 0.3
3.3 -1.4 0.2
-3.6 -1.0 -0.4
8.5 17.7 -1.0
-6.3 2.2 -0.2
4.6 1.4 -2.6
5.0 -2.5 -3.5
1.1 -4.5 1.0
7.5 4.5 -0.6
-1.0 4.8 -4.0
4.4 6.9 -5.5
3.5 5.2 1.6
12.0 -3.1 6.4
-8.0 -8.3 1.7
-0.1 3.1 1.0
1.0 -3.7 -7.9
3.8 -9.7 5.7
-0.1 5.5 0.6

E_HOMO: -7.80 eV
LUMO level: -0.009 Eh
Kohn-Sham gap: 7.56 eV